(1)
A structure of composition C11H10Br2F6GaNO9S2. Source: the OMol25 dataset; level of theory: ωB97M-V with the def2-TZVPD basis set.

Summary:
* total charge: 0
* E_LUMO: -0.3 eV
* multiplicity: 1
* strongest force on any atom: 0.6 eV Å⁻¹
* E_HOMO: -0.368 hartree
* energy above the lowest of the compared OMol25 structures with the same formula, charge and spin: 20.1 kcal per mole
* calculated total energy: -261924.0034 eV

Cartesian coordinates (Å):
1 Ga -0.30262 -0.94785 -0.15887
2 O 1.28100 -3.84621 1.67475
3 C 1.25915 -2.85747 0.99934
4 O 0.37999 -2.65268 0.01502
5 C 2.32403 -1.76244 1.13480
6 C 2.64628 -1.16510 -0.23515
7 C 3.90886 -0.31685 -0.20949
8 C 3.44282 0.94572 0.55882
9 C 1.99246 0.61118 0.86140
10 O 1.59769 -0.13711 -0.35004
11 C 1.88851 -0.47681 1.94171
12 C 0.48123 -0.48028 2.52857
13 O 0.29298 -0.40232 3.71252
14 O -0.48452 -0.48524 1.62869
15 H 3.19436 -2.22253 1.59641
16 H 2.55510 -1.85816 -1.06449
17 H 4.22084 -0.06819 -1.22199
18 H 4.72574 -0.84359 0.28123
19 H 3.51487 1.83848 -0.05885
20 H 3.99869 1.11859 1.47847
21 H 1.32123 1.45606 0.98587
22 H 2.57075 -0.28753 2.76648
23 Br -1.42718 -4.08890 -2.42831
24 C -1.18478 -2.58371 -3.55636
25 Br 0.10633 -1.28963 -2.89569
26 H -2.10924 -2.03367 -3.65259
27 H -0.77198 -2.89171 -4.50750
28 F -3.36967 -0.25771 -2.92098
29 C -3.26655 0.89037 -2.26407
30 F -2.54552 1.73290 -2.96699
31 F -4.46816 1.36604 -2.02894
32 S -2.39665 0.54396 -0.61699
33 O -2.30769 -0.94858 -0.55505
34 O -0.98375 0.96677 -0.79168
35 N -3.22384 1.08969 0.55255
36 S -3.40341 2.72016 0.61274
37 O -2.91041 3.31213 -0.60426
38 O -4.68431 3.05522 1.12963
39 C -2.18553 3.21160 1.92574
40 F -2.72520 3.08231 3.12526
41 F -1.07924 2.47910 1.86092
42 F -1.87265 4.48402 1.71736

Computed Mulliken charges, given in elementary charges:
1 Ga 1.20
2 O -0.62
3 C -0.18
4 O -0.23
5 C -0.03
6 C -0.10
7 C -1.09
8 C -0.99
9 C -0.12
10 O -0.47
11 C -0.05
12 C 0.24
13 O -0.68
14 O -0.42
15 H 0.63
16 H 0.74
17 H 0.34
18 H 0.39
19 H 0.36
20 H 0.39
21 H 0.56
22 H 0.71
23 Br -0.07
24 C -0.39
25 Br 0.04
26 H 0.15
27 H 0.44
28 F -0.20
29 C 0.61
30 F -0.17
31 F -0.20
32 S 1.19
33 O -0.69
34 O -0.66
35 N -0.50
36 S 1.01
37 O -0.59
38 O -0.60
39 C 0.67
40 F -0.21
41 F -0.18
42 F -0.23

(2)
A cluster of 11 separate species, C66H156N8O16 in total at a distorted geometry. Source: the OMol25 dataset; level of theory: ωB97M-V with the def2-TZVPD basis set.

Summary:
* total charge: 0
* E_LUMO: 0.4 eV
* multiplicity: 1
* strongest force on any atom: 3.3 eV Å⁻¹
* E_HOMO: -0.298 hartree
* energy above the lowest of the compared OMol25 structures with the same formula, charge and spin: 52.2 kcal per mole
* calculated total energy: -115637.9607 eV

Cartesian coordinates (Å):
1 C 5.55171 7.71692 3.57335
2 C 4.38472 7.55440 2.60496
3 C 3.84409 8.96852 2.10354
4 C 4.85082 6.88672 1.23920
5 C 5.03766 5.40887 1.26554
6 C 3.70468 4.73808 1.67664
7 C 3.25065 5.27481 3.07388
8 C 1.81337 4.68868 3.31593
9 C 4.11970 4.71141 4.26180
10 N 3.25444 6.74911 3.12806
11 O 2.61222 7.34092 4.24911
12 H 5.33101 8.40251 4.39148
13 H 5.93015 6.77625 3.97338
14 H 6.44961 8.00088 3.02449
15 H 4.45879 9.58620 1.44879
16 H 2.91412 8.87715 1.54238
17 H 3.60080 9.62908 2.93576
18 H 4.13384 7.14542 0.46002
19 H 5.76306 7.33276 0.84301
20 H 5.44971 5.18389 0.28183
21 H 5.80978 5.14727 1.98907
22 H 3.83557 3.65648 1.70978
23 H 2.91817 5.07469 1.00123
24 H 1.12755 5.48081 3.01548
25 H 1.62495 4.42328 4.35621
26 H 1.54309 3.85214 2.67154
27 H 4.21565 5.42738 5.07806
28 H 5.10569 4.31408 4.02089
29 H 3.65819 3.85119 4.74673
30 H 1.84211 7.77129 3.87054
31 C 0.27605 -2.49734 -0.56456
32 C 0.46791 -1.15899 0.12624
33 C 1.79105 -0.91150 0.83235
34 C 0.57661 -0.14204 -1.04382
35 C 0.34172 1.35950 -0.60333
36 C -0.95229 1.36350 0.17736
37 C -1.07373 0.43502 1.42724
38 C -0.28644 1.04228 2.59155
39 C -2.54984 0.51717 1.74877
40 N -0.65021 -0.89844 1.02575
41 O -0.66227 -1.77148 2.16779
42 H 0.30109 -3.29461 0.17829
43 H -0.69702 -2.59080 -1.04676
44 H 1.04889 -2.78475 -1.27745
45 H 2.15840 0.11303 0.89161
46 H 1.79389 -1.28510 1.85631
47 H 2.55868 -1.55060 0.39600
48 H 1.51506 -0.17184 -1.59745
49 H -0.13716 -0.39798 -1.82686
50 H 1.04945 1.86378 0.05465
51 H 0.22865 2.00955 -1.47093
52 H -1.78809 1.23333 -0.51009
53 H -1.17156 2.40765 0.40043
54 H 0.75612 1.06770 2.27451
55 H -0.42356 0.57118 3.56487
56 H -0.41403 2.09588 2.84005
57 H -2.66963 0.02253 2.71267
58 H -3.15358 -0.00288 1.00505
59 H -2.93477 1.52800 1.88351
60 H 0.11709 -1.59705 2.70049
61 C -1.49868 -5.28270 1.19215
62 C -2.98723 -5.44698 1.05706
63 C -3.22202 -6.16667 -0.30071
64 C -3.45977 -6.34076 2.17544
65 C -5.02015 -6.35781 2.29132
66 C -5.50284 -4.91418 2.56303
67 C -5.05448 -3.93390 1.38642
68 C -6.00214 -4.11010 0.20678
69 C -5.27117 -2.51974 1.90555
70 N -3.64666 -4.11556 1.07183
71 O -3.22239 -3.33308 -0.02914
72 H -1.22075 -4.56930 1.96798
73 H -1.01613 -6.21512 1.48513
74 H -1.15929 -4.96461 0.20637
75 H -2.56863 -7.03683 -0.36412
76 H -4.16640 -6.70954 -0.33998
77 H -3.07558 -5.60776 -1.22498
78 H -3.22443 -7.37987 1.94527
79 H -3.05971 -6.10694 3.16203
80 H -5.41923 -6.82269 1.38981
81 H -5.10165 -6.98847 3.17660
82 H -4.89643 -4.60941 3.41595
83 H -6.54046 -4.86504 2.89321
84 H -5.79504 -5.13284 -0.10822
85 H -5.81098 -3.40150 -0.59911
86 H -7.01493 -3.88151 0.53858
87 H -4.68083 -2.14315 2.74088
88 H -6.27037 -2.33734 2.30106
89 H -5.06187 -1.79764 1.11633
90 H -2.61597 -2.73199 0.40967
91 C -1.08207 -3.35416 10.44326
92 O -1.60554 -3.64047 9.14626
93 C -0.70601 -4.59424 8.49140
94 C -1.07983 -4.68286 6.95398
95 N -1.04886 -3.36326 6.34540
96 C -1.93105 -3.38747 5.18541
97 C -2.26928 -1.98720 4.72402
98 O -3.30192 -1.57519 5.71175
99 C -3.96471 -0.34206 5.41212
100 H -0.06992 -2.95195 10.40004
101 H -1.17142 -4.27127 11.02551
102 H -1.65926 -2.58190 10.95176
103 H -0.67546 -5.57402 8.96806
104 H 0.32110 -4.27326 8.66490
105 H -2.10479 -5.05374 6.95683
106 H -0.41008 -5.26329 6.31944
107 H -1.40427 -2.66372 6.98134
108 H -2.82831 -3.92720 5.48826
109 H -1.46006 -3.96592 4.39063
110 H -2.57694 -2.14641 3.69053
111 H -1.37033 -1.37268 4.77214
112 H -4.75144 -0.18936 6.15092
113 H -4.47426 -0.37767 4.44921
114 H -3.33178 0.53646 5.28679
115 C 4.28803 -4.70514 -4.13366
116 O 3.91381 -5.57733 -3.13575
117 C 4.04316 -5.05019 -1.77369
118 C 3.67520 -6.22766 -0.89086
119 N 3.60785 -5.94117 0.52112
120 C 2.78222 -4.73307 0.80916
121 C 2.40434 -4.63885 2.28831
122 O 1.33316 -5.52517 2.64628
123 C 1.02489 -5.50950 3.96516
124 H 4.35150 -5.19659 -5.10451
125 H 5.27554 -4.30871 -3.89753
126 H 3.60316 -3.85747 -4.11128
127 H 3.32736 -4.23109 -1.70443
128 H 5.06318 -4.69305 -1.63191
129 H 4.46812 -6.96656 -1.00654
130 H 2.69847 -6.65376 -1.12007
131 H 3.22586 -6.75877 0.97469
132 H 1.84279 -4.82930 0.26482
133 H 3.31232 -3.83558 0.49041
134 H 2.09621 -3.59360 2.26338
135 H 3.29470 -4.71079 2.91295
136 H 1.78799 -6.15080 4.40622
137 H 0.06393 -5.95878 4.21578
138 H 1.10987 -4.51035 4.39244
139 C 1.55719 -1.18712 -4.59388
140 O 0.60644 -1.51738 -5.56730
141 C -0.65832 -1.11926 -5.10107
142 C -1.55580 -1.14473 -6.31875
143 N -2.79625 -0.49382 -5.92326
144 C -3.77209 -0.41861 -7.02695
145 C -5.04579 0.40786 -6.67624
146 O -5.08214 1.63922 -7.35776
147 C -5.71262 2.60402 -6.61875
148 H 1.24252 -1.60480 -3.63751
149 H 1.57490 -0.10588 -4.45710
150 H 2.60113 -1.35482 -4.85873
151 H -0.69445 -0.13800 -4.62786
152 H -1.00742 -1.69933 -4.24681
153 H -1.81293 -2.13380 -6.69787
154 H -1.16666 -0.54105 -7.13865
155 H -3.25618 -1.01155 -5.18806
156 H -4.05138 -1.42769 -7.33001
157 H -3.42721 0.00424 -7.97053
158 H -5.04966 0.46314 -5.58765
159 H -6.00181 -0.08320 -6.85784
160 H -6.67781 2.21158 -6.29863
161 H -5.93127 3.47001 -7.24353
162 H -5.17055 2.99623 -5.75826
163 C 0.60577 5.42929 -2.78121
164 O 0.01664 6.14227 -3.84724
165 C 0.45885 5.53057 -5.02383
166 C -0.16410 6.28944 -6.29343
167 N -1.55884 6.40320 -6.15742
168 C -2.38826 5.22568 -6.25607
169 C -2.48341 4.55589 -7.69886
170 O -1.49293 3.64251 -8.17472
171 C -1.63137 2.47040 -7.46448
172 H 0.56332 4.34325 -2.86366
173 H 0.00844 5.72110 -1.91742
174 H 1.65630 5.70614 -2.69268
175 H -0.01288 4.55069 -5.09732
176 H 1.54400 5.47450 -5.10996
177 H 0.12273 5.73160 -7.18486
178 H 0.29086 7.26601 -6.45902
179 H -1.70256 6.69679 -5.20178
180 H -3.40434 5.58432 -6.09158
181 H -2.17235 4.57519 -5.40851
182 H -2.17505 5.30000 -8.43325
183 H -3.51228 4.25319 -7.89353
184 H -1.14097 2.57134 -6.49628
185 H -1.05003 1.71113 -7.98761
186 H -2.62592 2.04838 -7.32001
187 C -3.48461 -3.00129 -3.27838
188 O -3.86540 -1.63058 -3.45056
189 C -3.83551 -0.91105 -2.15337
190 C -3.97304 0.59884 -2.35201
191 N -2.85335 1.04338 -3.17311
192 C -2.79358 2.44626 -3.62721
193 C -2.86459 3.49555 -2.46543
194 O -4.27174 3.66392 -2.27901
195 C -4.60326 4.29318 -1.06020
196 H -4.27392 -3.57238 -2.78955
197 H -2.46491 -3.13924 -2.91884
198 H -3.38088 -3.39597 -4.28911
199 H -2.86941 -1.07813 -1.67708
200 H -4.69983 -1.19657 -1.55378
201 H -4.01377 0.97341 -1.32920
202 H -4.92215 0.86471 -2.81741
203 H -2.87431 0.50300 -4.02614
204 H -3.52833 2.58658 -4.42002
205 H -1.83070 2.65622 -4.09292
206 H -2.46577 4.44400 -2.82527
207 H -2.50116 3.14746 -1.49856
208 H -4.21203 5.30014 -0.91501
209 H -4.16309 3.77487 -0.20831
210 H -5.66962 4.27495 -0.83518
211 C 3.98101 3.51788 -2.74864
212 C 4.11131 2.48838 -3.83706
213 C 4.06670 1.01459 -3.23208
214 O 2.89680 2.66479 -4.51593
215 H 3.33483 3.22105 -1.92253
216 H 3.68504 4.46017 -3.20973
217 H 4.93077 3.72943 -2.25742
218 H 4.97695 2.64732 -4.48009
219 H 4.11816 0.20262 -3.95744
220 H 3.17311 0.80817 -2.64302
221 H 4.86349 0.79378 -2.52183
222 H 2.99354 2.15154 -5.32141
223 C 3.23474 -1.15084 4.26629
224 C 2.49678 -2.24894 4.99046
225 C 2.36960 -2.00718 6.51818
226 O 1.20900 -2.04748 4.42525
227 H 2.71098 -0.19612 4.31427
228 H 3.52450 -1.32404 3.22989
229 H 4.19325 -1.01001 4.76582
230 H 2.87845 -3.26084 4.85450
231 H 1.94060 -1.06774 6.86676
232 H 3.37083 -2.11576 6.93512
233 H 1.79399 -2.79193 7.00904
234 H 0.56753 -2.55152 4.93126
235 C 5.28957 1.26145 1.73491
236 C 6.02061 0.72139 0.50216
237 C 7.45713 0.28242 0.82990
238 O 5.32264 -0.43027 0.19273
239 H 4.33366 1.71909 1.48019
240 H 5.82200 2.17013 2.01588
241 H 5.24966 0.56533 2.57273
242 H 6.06905 1.41913 -0.33386
243 H 7.44947 -0.38021 1.69533
244 H 8.01497 1.18543 1.07789
245 H 7.96043 -0.08924 -0.06265
246 H 5.93703 -1.08812 -0.14097

Mulliken population analysis, charges in e, atoms 1 to 99:
1 C -1.72
2 C 1.53
3 C -1.85
4 C -1.50
5 C -0.52
6 C -0.12
7 C 2.22
8 C -1.71
9 C -1.98
10 N 0.34
11 O -0.48
12 H 0.33
13 H 0.36
14 H 0.41
15 H 0.36
16 H 0.43
17 H 0.38
18 H 0.38
19 H 0.54
20 H 0.38
21 H 0.22
22 H -0.97
23 H 0.54
24 H 0.39
25 H 0.39
26 H 0.15
27 H 0.42
28 H 0.32
29 H 0.46
30 H 0.34
31 C 0.06
32 C 2.88
33 C -0.01
34 C 0.28
35 C -0.25
36 C -0.52
37 C 2.47
38 C -1.43
39 C -1.31
40 N 0.57
41 O 2.20
42 H -0.81
43 H -1.04
44 H 0.13
45 H -0.75
46 H -1.31
47 H 0.03
48 H -0.77
49 H -0.43
50 H -0.23
51 H 0.26
52 H -1.01
53 H 0.90
54 H 0.09
55 H -0.40
56 H 0.54
57 H -0.07
58 H -0.35
59 H 0.48
60 H -0.55
61 C -2.03
62 C 2.01
63 C -1.79
64 C -1.26
65 C -0.93
66 C -0.92
67 C 1.42
68 C -1.41
69 C -1.72
70 N 0.71
71 O 1.54
72 H -0.21
73 H 0.61
74 H 0.26
75 H 0.50
76 H 0.46
77 H -0.10
78 H 0.48
79 H 0.24
80 H 0.42
81 H 0.50
82 H 0.02
83 H 0.53
84 H 0.40
85 H -0.04
86 H 0.44
87 H 0.23
88 H 0.49
89 H 0.00
90 H -0.88
91 C -0.77
92 O -0.32
93 C -0.82
94 C -0.38
95 N 0.03
96 C -0.97
97 C 0.67
98 O -0.48
99 C -0.76